# C52H144N12O16

A 14-piece molecular cluster, C52H144N12O16 overall in a non-equilibrium geometry (wB97M-V/def2-TZVPD, the Open Molecules 2025 dataset).

HOMO-LUMO gap = 0.32931 hartree
relative energy (zero: lowest compared OMol25 entry of this formula, charge and spin) = 0.0 kcal/mol
LUMO energy = 0.201 eV
DFT total energy = -106891.853 eV

```
! RIJCOSX wB97M-V def2-TZVPD def2/J DEFGRID3
* xyz 0 1
C -30.5723 5.1382 4.2282
C -29.4239 4.9121 3.2708
O -28.8641 6.1912 2.8588
O -30.1597 5.6355 5.4626
H -30.9804 4.1361 4.3919
H -31.3318 5.7084 3.7300
H -29.8331 4.3366 2.4169
H -28.6497 4.2813 3.6926
H -27.8825 6.1187 3.0498
H -29.8519 6.5337 5.2970
C -22.0078 3.8447 -7.3420
C -23.0808 2.7270 -7.2234
O -23.8648 2.8714 -6.0518
O -21.2068 3.8588 -6.2008
H -22.4589 4.8396 -7.5415
H -21.4011 3.5912 -8.1737
H -22.5744 1.7460 -7.2847
H -23.6817 2.8793 -8.1040
H -23.5774 2.2007 -5.4238
H -21.6907 4.4466 -5.5420
C -29.6579 2.0710 -2.2750
C -29.6341 3.1624 -3.2950
C -28.7808 2.7680 -4.5277
O -28.6714 3.8242 -5.4111
C -28.1096 3.3785 -6.6335
N -31.0246 3.4538 -3.6163
H -30.1837 1.2100 -2.7300
H -30.1427 2.4059 -1.3515
H -28.6472 1.7493 -2.1064
H -29.2247 4.1060 -2.9508
H -29.2336 1.9409 -5.0722
H -27.7264 2.4618 -4.2382
H -28.8264 2.6816 -7.2538
H -27.1644 2.8027 -6.4238
H -27.8051 4.2471 -7.2117
H -31.1258 4.2494 -4.2670
H -31.4389 2.6590 -4.0992
C -20.9925 7.5779 -3.2899
C -21.8648 7.1367 -4.4892
C -21.1342 7.4889 -5.7659
O -20.9806 8.9183 -6.0094
C -22.0239 9.5202 -6.7781
N -22.3086 5.7189 -4.4216
H -20.4889 8.5089 -3.5836
H -20.1859 6.8773 -3.0447
H -21.5433 7.7302 -2.3076
H -22.6950 7.8148 -4.4226
H -21.5636 6.9306 -6.6459
H -20.1027 7.0775 -5.5545
H -23.0207 9.4457 -6.2507
H -22.1147 9.0353 -7.7340
H -21.8264 10.5821 -6.9384
H -22.5498 5.5216 -3.4897
H -23.2584 5.7314 -4.7574
C -28.7980 0.1481 0.1669
C -29.0921 -0.7612 1.2991
C -30.4891 -0.4202 1.9587
O -30.5030 0.8900 2.4224
C -31.7279 1.5972 2.4474
N -29.0300 -2.1587 0.9489
H -28.5240 1.1931 0.4207
H -29.7173 0.3053 -0.4423
H -28.0954 -0.3664 -0.5647
H -28.3700 -0.5708 2.1624
H -30.6234 -1.2096 2.7571
H -31.2313 -0.6403 1.2440
H -32.0044 1.8697 3.4805
H -32.5657 0.9711 2.1139
H -31.7225 2.5234 1.9051
H -28.2006 -2.4268 0.4410
H -29.2071 -2.6894 1.7743
C -26.6736 6.3550 -4.2040
C -26.3194 6.5848 -5.7003
C -26.0374 8.0477 -6.0288
O -27.2029 8.7946 -5.8914
C -27.1227 10.1105 -6.2336
N -25.0908 5.8610 -6.1027
H -25.7846 6.6401 -3.5790
H -27.0260 5.3966 -3.8976
H -27.4067 7.2352 -4.0720
H -27.2508 6.3228 -6.1272
H -25.5714 8.1975 -7.0261
H -25.2970 8.2844 -5.2822
H -26.3695 10.6384 -5.6553
H -28.1314 10.4863 -6.0543
H -26.9159 10.2196 -7.3193
H -25.0431 5.7049 -7.1071
H -24.9889 4.9517 -5.7175
C -30.1324 5.8902 -0.7591
C -28.8349 6.6292 -1.0800
C -29.0399 8.0720 -1.3772
O -30.1435 8.3692 -2.1924
C -30.0400 8.1387 -3.5815
N -27.8090 6.5099 -0.0093
H -30.6384 6.3035 0.1525
H -29.9910 4.8401 -0.5738
H -30.8308 6.0780 -1.5621
H -28.3896 6.1553 -1.9594
H -28.1544 8.6093 -1.7574
H -29.2296 8.6392 -0.4163
H -29.0412 8.3271 -3.9895
H -30.7029 8.8704 -4.0193
H -30.2732 7.0777 -3.8627
H -27.6469 5.4909 0.1376
H -28.1990 6.7406 0.9123
C -27.3035 8.1399 5.0466
C -26.3888 6.9287 5.0745
C -26.9107 5.6761 5.8825
O -26.1701 4.5318 5.4671
C -24.8620 4.4230 5.8881
N -26.3311 6.5026 3.6727
H -28.2521 7.9028 4.5693
H -26.8082 8.8511 4.3914
H -27.3222 8.6230 6.0275
H -25.3583 7.2229 5.4066
H -27.9247 5.5787 5.6789
H -26.7809 5.8044 6.9642
H -24.7614 4.6189 6.9947
H -24.1960 5.1792 5.3880
H -24.4979 3.4544 5.5128
H -25.6749 5.7719 3.5782
H -26.1219 7.2647 3.0012
C -27.9120 -2.8161 -2.6025
C -26.6503 -2.0467 -2.7884
C -25.6341 -2.0888 -1.5666
O -26.3806 -1.5719 -0.4926
C -25.5890 -1.4903 0.6650
N -25.8947 -2.6928 -3.9272
H -28.4728 -2.4593 -1.7360
H -27.5378 -3.8565 -2.3665
H -28.5251 -2.7563 -3.4845
H -26.7713 -0.9575 -2.8902
H -24.7692 -1.4580 -1.6743
H -25.3944 -3.1563 -1.3378
H -25.0241 -2.3998 0.7991
H -26.2681 -1.3157 1.5128
H -24.8079 -0.6988 0.5801
H -25.1247 -2.0648 -4.0833
H -26.4174 -2.6437 -4.8222
C -22.7008 -0.1451 -2.4579
C -21.8375 0.4074 -3.6146
C -21.9319 -0.5564 -4.7973
O -21.4863 -1.8407 -4.3520
C -21.6937 -2.8491 -5.3757
N -22.3075 1.7061 -4.1035
H -22.3194 0.2442 -1.5098
H -22.5067 -1.2103 -2.4892
H -23.7301 0.1229 -2.6471
H -20.7761 0.4124 -3.3062
H -21.3714 -0.1550 -5.6209
H -22.9460 -0.5654 -5.0677
H -21.4685 -2.3790 -6.3454
H -22.7763 -3.1058 -5.3225
H -21.1690 -3.7800 -5.1214
H -22.4432 2.4345 -3.3302
H -21.5572 2.1361 -4.6760
C -28.2315 -0.7640 5.1194
C -28.1073 0.7022 4.8603
C -29.3597 1.4393 5.4028
O -29.4144 1.3563 6.8572
C -30.5797 1.9541 7.2824
N -26.8502 1.1392 5.3740
H -29.2709 -0.9766 5.2669
H -27.7904 -0.8773 6.0742
H -27.8036 -1.4264 4.3884
H -28.2134 0.9349 3.7773
H -30.2930 1.0175 4.9630
H -29.3145 2.5103 5.1062
H -30.5653 3.0859 7.3417
H -30.7805 1.5566 8.2676
H -31.5399 1.7333 6.7765
H -26.8070 0.9020 6.3632
H -26.6412 2.1506 5.2266
C -20.4125 3.5138 1.0212
C -20.7873 3.8133 -0.3934
C -19.5258 4.0407 -1.2541
O -19.0279 5.2813 -0.9012
C -17.7435 5.4161 -1.4308
N -21.6472 2.8392 -1.0749
H -19.6955 2.6958 1.1883
H -21.2835 3.3165 1.6411
H -19.9401 4.4035 1.4277
H -21.3726 4.7382 -0.3472
H -19.8242 4.0671 -2.2960
H -18.8204 3.2165 -1.0957
H -17.3616 6.4345 -1.2995
H -17.7667 5.3906 -2.5244
H -16.9693 4.6357 -1.1242
H -21.0544 1.9873 -1.2528
H -22.4500 2.5243 -0.4098
C -24.4010 9.1746 -1.8237
C -24.9433 8.3658 -0.6531
C -23.7231 8.1724 0.3104
O -22.6153 7.6827 -0.3216
C -21.4624 7.7376 0.5055
N -25.9571 9.1404 0.0754
H -25.0321 8.9829 -2.7051
H -23.4180 8.7145 -1.9894
H -24.4373 10.2354 -1.5973
H -25.2745 7.3848 -1.0548
H -24.0312 7.5426 1.1396
H -23.6378 9.1464 0.8469
H -21.6737 7.2200 1.4704
H -21.2454 8.8491 0.7110
H -20.6575 7.2726 0.0022
H -26.4900 9.7360 -0.5800
H -26.6476 8.4887 0.3529
C -25.4393 2.9756 -2.2471
C -25.3363 4.1473 -1.3246
C -25.5342 3.8130 0.1628
O -26.7454 3.2220 0.4041
C -26.8533 2.7989 1.7537
N -24.1489 4.9440 -1.5288
H -26.3379 2.4469 -1.9968
H -24.5875 2.2845 -2.0561
H -25.4026 3.3535 -3.3206
H -26.2242 4.7446 -1.5390
H -25.4773 4.7878 0.7232
H -24.7255 3.2097 0.5776
H -26.2889 1.8710 1.8381
H -27.8860 2.5841 1.9217
H -26.4121 3.6012 2.4024
H -24.0338 5.5537 -0.7145
H -23.3182 4.3623 -1.5348
*
```